(1)
93
Properties=species:S:1:pos:R:3:forces:R:3 method="wB97M-V/def2-TZVPD" charge=-2 e_tot_ha=-3200.35021 e_lumo_ev=4.0 multiplicity=1 homo_ev=-1.63 orbital_gap_ev=5.62
H 4.339 -0.902 3.434 0.00 0.01 0.00
C -0.962 2.201 2.145 -0.10 -0.02 0.03
N -2.483 1.042 -1.818 -0.32 -0.19 -0.12
C -2.953 1.220 1.589 0.01 -0.01 0.04
C -3.654 -1.893 -0.424 0.11 0.09 0.03
C 2.768 -0.823 2.009 0.04 -0.02 -0.04
C -0.812 4.234 -2.317 0.00 0.04 0.02
C 4.058 3.853 -7.501 -0.01 0.01 0.01
H -2.892 -7.025 0.251 0.00 0.00 0.00
C -2.947 3.514 2.229 0.00 0.01 0.00
C 0.641 0.240 -6.378 0.01 -0.02 0.01
C -0.344 -0.953 -4.084 -0.01 -0.03 -0.02
H -3.460 4.452 2.403 0.00 0.00 0.01
H -3.093 -1.856 0.503 0.00 0.00 0.01
C -4.616 -2.870 -0.629 -0.05 -0.06 -0.01
H 3.343 0.183 -4.521 -0.01 0.07 0.00
C -1.483 2.024 -1.660 0.40 0.21 0.10
O 1.151 -0.514 -1.764 -0.15 -0.19 0.42
C 2.794 -2.316 0.265 -0.01 -0.05 -0.03
N 2.797 0.517 -5.319 0.11 -0.18 0.01
C 4.552 -2.395 1.873 -0.02 0.00 -0.04
H -2.627 3.273 -2.980 0.00 0.01 0.00
C 1.806 -0.577 -2.839 0.01 0.16 -0.13
S -0.465 -2.974 -0.901 0.06 0.05 -0.04
H 4.380 4.711 -8.081 0.00 0.01 0.00
C 4.270 1.540 -6.924 -0.02 0.02 -0.01
H -0.977 5.154 -2.866 -0.01 0.00 -0.01
C -2.328 -4.459 2.389 0.03 0.01 -0.05
Y -0.061 -0.429 0.170 0.17 -0.26 0.22
N 2.199 -1.312 0.909 0.02 0.09 0.01
H -2.185 -1.185 -5.159 0.00 -0.01 0.00
H 5.472 -2.824 2.253 0.00 0.00 0.00
C 3.942 -1.343 2.532 0.02 -0.01 0.02
C -5.292 -2.939 -1.839 0.04 0.04 0.00
C -5.001 -2.022 -2.843 -0.03 -0.03 0.00
C 0.333 4.067 -1.539 -0.03 -0.01 0.03
H 1.032 0.714 -7.271 0.00 0.00 0.00
C 0.529 2.058 2.390 0.12 -0.03 0.01
C 2.341 5.344 -6.453 0.00 -0.05 0.01
H 1.460 2.808 -0.253 0.00 0.00 0.01
H 4.732 0.568 -7.041 0.00 0.00 0.00
H 0.532 2.745 -5.148 -0.02 0.03 -0.01
H -3.461 0.314 1.280 0.00 0.00 -0.02
H 5.535 2.541 -8.338 0.01 0.00 0.00
H 4.421 -3.699 0.157 -0.01 0.00 -0.01
C -1.581 3.414 2.411 0.01 0.03 0.03
C 3.001 3.996 -6.607 0.01 0.00 -0.03
C -3.654 2.391 1.825 -0.02 -0.02 0.00
H 2.292 -2.672 -0.624 -0.02 0.02 0.00
C 1.517 3.052 -4.786 0.03 -0.02 -0.04
H 1.738 2.415 -3.928 -0.02 0.03 0.01
H 1.062 4.869 -1.481 0.01 0.00 -0.01
C -0.346 1.803 -0.865 -0.13 0.28 -0.11
H -5.511 -2.086 -3.797 0.01 0.01 -0.01
C -4.044 -1.041 -2.642 0.12 0.12 0.02
C -0.667 -0.213 -6.337 0.01 0.04 -0.02
C 4.706 2.637 -7.647 -0.01 -0.02 0.00
C -3.368 -0.975 -1.426 -0.27 -0.18 -0.05
C -1.727 3.201 -2.380 -0.04 -0.12 0.01
C -2.534 -6.073 0.628 0.03 0.02 -0.06
C -1.600 -3.585 1.569 -0.05 -0.10 -0.01
C -1.815 -5.225 -0.200 0.00 0.05 0.08
C 0.547 2.885 -0.840 0.02 0.01 -0.05
H -3.354 -6.332 2.605 0.00 0.00 0.00
H -4.798 -3.602 0.148 0.01 0.02 0.01
O 1.124 3.014 2.861 -0.01 0.02 -0.01
H 2.511 5.757 -5.456 -0.02 0.02 0.00
C 0.973 -0.511 -4.102 -0.04 0.06 -0.06
C -2.792 -5.686 1.938 -0.01 0.02 0.05
C 3.202 1.655 -6.037 0.04 0.13 -0.03
H -6.024 -3.720 -2.010 0.00 0.00 0.00
C 1.481 0.084 -5.270 -0.11 0.04 0.01
H -2.530 -4.142 3.406 0.00 0.00 0.00
N -2.341 -0.013 -1.173 0.17 0.11 -0.07
H 1.261 5.275 -6.593 -0.01 0.01 0.02
H -1.616 -5.505 -1.228 0.00 -0.01 -0.01
H -0.722 -1.408 -3.175 0.00 -0.01 0.02
H 1.441 4.079 -4.433 0.00 -0.05 0.00
N 1.037 0.845 2.026 -0.14 -0.01 -0.13
H 2.737 6.051 -7.182 0.01 0.00 -0.01
S -1.122 -2.025 2.218 -0.06 0.07 -0.02
C -1.336 -3.980 0.236 -0.07 -0.12 0.03
C 2.123 0.371 2.687 0.01 0.00 0.04
H -4.726 2.419 1.684 0.00 -0.02 0.00
N -1.633 1.134 1.719 0.12 -0.01 -0.18
H -3.789 -0.334 -3.420 -0.02 -0.01 0.00
C -1.165 -0.823 -5.194 -0.01 -0.03 0.03
C 3.973 -2.886 0.713 0.03 0.02 0.05
H -0.970 4.241 2.742 0.01 -0.01 0.00
C 2.579 2.901 -5.842 0.00 -0.03 0.03
O 2.599 0.755 3.747 0.00 0.00 -0.03
H -1.301 -0.089 -7.208 0.00 0.00 0.00
O 3.045 -0.636 -2.933 0.02 -0.04 0.02

=====

(2)
11
Properties=species:S:1:pos:R:3:forces:R:3 method="wB97M-V/def2-TZVPD" charge=0 e_tot_ha=-285.29891 e_lumo_ev=0.7 multiplicity=1 homo_ev=-10.92 orbital_gap_ev=11.60
H -0.853 -1.584 -0.673 -0.35 0.19 0.34
H 1.111 0.818 1.876 -1.64 -0.73 0.49
C -0.974 0.285 -1.572 -0.16 0.34 -0.30
H 0.819 -1.215 0.858 0.59 -0.27 -0.39
C -0.601 -0.553 -0.397 0.29 -0.19 -0.12
C 0.362 0.677 1.055 -0.95 -0.27 -0.03
H 1.737 -0.409 -0.445 -0.12 0.34 -0.29
C 0.811 -0.403 0.122 0.35 -0.20 -0.23
N -1.251 0.847 -2.542 0.25 -0.40 0.86
H -0.076 1.631 0.842 0.71 0.68 -1.09
O -1.084 -0.095 0.876 1.03 0.51 0.77

=====

(3)
20
Properties=species:S:1:pos:R:3:forces:R:3 method="wB97M-V/def2-TZVPD" charge=+1 e_tot_ha=-361.60452 e_lumo_ev="-4.7 / -4.7" multiplicity=1 homo_ev="-12.11 / -12.13" orbital_gap_ev="7.46 / 7.46"
H -2.413 1.857 1.815 -0.09 -0.07 0.23
C -0.300 -0.408 0.449 0.27 -1.29 0.17
H -0.269 -1.432 0.787 -0.04 0.17 -0.06
H 0.038 -2.087 -1.506 0.02 0.12 0.05
H -2.336 0.039 2.927 0.06 -0.03 -0.14
H 1.209 0.806 -3.147 0.07 -0.03 -0.07
H -0.600 0.105 3.248 0.04 -0.06 -0.15
H 1.583 -1.412 -2.026 -0.06 0.11 0.08
N 0.928 0.861 -1.102 -1.82 0.56 1.80
H -1.662 2.007 0.119 0.08 -0.06 -0.10
H 1.438 -2.123 -0.417 0.00 0.11 0.08
H 2.103 2.023 -2.235 0.04 -0.18 -0.08
C -1.358 -0.254 2.551 -0.08 -0.26 1.10
C 1.777 0.983 -2.229 0.47 -0.16 -0.70
C 0.922 -1.543 -1.178 0.26 -0.62 -0.52
H -1.310 -1.337 2.512 0.00 -0.01 -0.18
C -1.788 1.460 1.040 1.13 -0.12 -0.94
N -1.128 0.354 1.240 -0.69 1.15 -0.33
N 0.510 -0.232 -0.631 0.37 0.64 -0.30
H 2.656 0.332 -2.218 -0.02 0.03 0.02

=====

(4)
74
Properties=species:S:1:pos:R:3:forces:R:3 method="wB97M-V/def2-TZVPD" charge=0 e_tot_ha=-1574.92985 e_lumo_ev=0.7 multiplicity=1 homo_ev=-8.76 orbital_gap_ev=9.49
C 1.989 -0.060 -1.164 0.09 0.36 0.38
H 6.556 0.603 -4.836 0.12 0.07 -0.02
H -3.132 0.053 -0.261 0.09 0.02 0.01
H -6.013 0.111 3.159 -0.09 -0.07 0.06
C 5.712 2.032 -2.644 -0.35 -0.27 -0.15
C -2.513 -0.839 -0.144 0.24 0.22 -0.32
H -1.687 -0.618 0.539 -0.08 0.01 -0.03
H 5.098 2.776 -2.142 -0.05 0.12 0.05
C -1.939 -1.228 -1.512 -0.25 -0.16 0.20
C 1.499 1.388 -0.987 0.04 -0.10 -0.24
H -3.716 -2.495 2.873 0.09 -0.20 -0.02
O 1.664 1.880 0.323 0.21 -0.06 0.03
H -5.974 1.802 2.637 -0.05 0.11 0.02
C 5.703 0.165 -4.325 -0.31 0.04 0.11
H 3.019 -0.125 -0.802 -0.14 -0.02 0.09
H 0.653 -2.091 -2.328 0.00 -0.01 -0.05
N -1.790 -1.783 3.085 -0.08 -0.01 -0.01
H -2.264 2.182 2.897 0.02 0.07 0.00
O -1.141 -0.166 -1.980 -0.03 0.09 0.31
H -1.141 -0.970 -3.878 0.01 0.05 0.02
H -5.357 0.521 1.576 -0.02 -0.01 -0.14
C -4.145 1.322 4.710 0.18 -0.18 -0.20
C -0.467 -0.442 -3.190 0.23 -0.23 -0.18
O 0.421 -0.888 1.455 -0.15 0.05 -0.05
H -0.416 -3.185 3.785 0.00 0.03 0.01
H -1.349 -2.151 -1.415 -0.04 0.03 -0.01
H -2.762 -1.428 -2.216 0.09 -0.01 0.07
H 0.623 2.354 1.958 -0.08 -0.10 -0.02
C -2.183 -0.514 3.394 0.12 -0.32 0.08
H 2.090 0.122 2.149 -0.04 0.05 -0.03
H -2.446 -3.739 2.987 -0.04 0.02 0.00
C 2.851 -0.051 -3.463 -0.15 -0.25 0.11
H -0.216 0.529 -3.623 0.00 -0.10 -0.07
H -3.773 3.052 2.591 -0.09 0.09 -0.02
C -2.725 -2.913 1.022 -0.10 -0.11 0.37
H 3.697 2.987 -4.237 -0.03 0.12 0.04
O -3.440 -0.283 3.009 -0.08 -0.13 -0.10
C -3.264 2.098 2.483 0.05 -0.31 0.11
H -4.692 2.248 4.858 -0.10 0.10 0.00
C 1.001 0.251 2.076 0.02 0.38 0.05
H -4.666 0.518 5.227 -0.09 -0.06 0.05
H -0.088 -1.483 4.186 -0.01 -0.20 -0.06
H -1.709 -3.053 0.644 0.01 -0.05 -0.03
H 5.098 -0.379 -5.045 0.05 -0.02 -0.04
H 6.063 -0.531 -3.570 0.08 -0.06 0.08
N 1.946 -0.487 -2.546 -0.05 0.14 0.09
O 3.802 0.697 -2.882 0.01 0.02 0.20
C 0.823 -1.262 -3.021 -0.32 0.14 -0.23
C 4.873 1.267 -3.669 0.49 0.26 -0.42
H -3.151 1.426 5.135 -0.01 0.05 0.05
C 0.683 1.512 1.262 0.07 -0.25 0.36
H 0.582 0.378 3.078 0.07 -0.03 -0.10
C 0.528 -2.078 2.193 -0.08 -0.23 0.17
C -5.444 0.854 2.607 0.43 -0.13 0.12
H 0.447 1.454 -1.290 0.09 0.03 0.01
O -1.458 0.274 3.964 0.03 0.41 0.12
C 4.307 2.225 -4.718 -0.10 -0.26 0.17
H 1.355 -0.726 -0.579 0.10 -0.01 -0.06
O 2.795 -0.340 -4.639 0.11 0.08 -0.41
H 0.302 -2.878 1.483 0.09 0.00 0.08
H 1.108 -1.661 -3.997 -0.11 -0.04 0.16
H -0.290 1.381 0.775 -0.04 0.04 0.04
H -3.313 -3.807 0.785 0.14 0.01 0.02
H -3.188 1.855 1.425 -0.02 0.01 -0.15
C -4.050 1.012 3.217 -0.27 0.65 0.17
H 5.121 2.708 -5.251 0.11 0.08 -0.03
H 6.101 1.348 -1.895 0.08 -0.07 0.09
H 3.693 1.678 -5.428 0.00 0.04 -0.06
C -2.708 -2.767 2.557 -0.27 -0.05 -0.56
C -0.431 -2.161 3.401 0.36 0.35 -0.14
H 1.557 -2.219 2.557 -0.06 -0.06 -0.05
H 2.104 2.046 -1.617 -0.11 -0.10 -0.03
H 6.542 2.529 -3.137 0.09 0.05 -0.07
O -3.365 -1.840 0.367 -0.11 -0.12 -0.05

=====

The records above yield relative energy (zero: lowest compared OMol25 entry of this formula, charge and spin) values of 0.0, 303.7, 429.5, 14.4 kJ/mol, respectively.